Record 1
18 unconnected molecules or ions with the total composition C39H63Cl36N3O4S2 in a non-equilibrium geometry. Source: OMol25; level of theory: ωB97M-V with the def2-TZVPD basis set.

Last column: Mulliken charge in e.
CARTESIAN COORDINATES (ANGSTROEM)
Cl (9.241, 1.358, -2.756)  -0.14
H (-2.439, 9.903, 6.324)  0.25
H (1.349, 1.752, -1.188)  -0.26
H (0.002, -3.289, 2.652)  0.13
H (4.395, -2.645, 4.216)  0.37
C (-3.021, 9.655, 5.446)  -0.20
H (2.951, 2.228, -1.644)  0.55
Cl (6.886, -1.002, -6.742)  -0.15
C (2.461, 2.714, 0.322)  0.38
C (-6.754, -0.260, 1.460)  -0.67
C (-2.947, 4.880, -8.657)  -0.27
Cl (3.568, -0.788, -4.096)  -0.13
H (-3.658, -5.273, -0.609)  0.47
Cl (-0.746, 3.354, 3.347)  -0.07
C (-2.741, 6.243, -1.943)  -0.17
H (-0.770, 0.721, -2.419)  0.38
Cl (-5.898, -2.945, 5.867)  -0.01
H (-3.472, -1.390, 4.268)  0.21
Cl (-1.438, 2.241, 6.137)  -0.02
H (-2.974, 0.951, 0.138)  0.60
Cl (-3.515, 3.320, -9.264)  -0.13
H (-1.426, 1.479, -0.444)  0.76
C (-3.066, -0.977, 2.166)  0.61
H (3.503, -8.474, -4.859)  0.30
H (-3.701, 1.645, 2.434)  0.34
C (4.797, -5.810, -2.100)  0.39
C (-1.641, -2.373, 3.751)  0.53
H (-2.821, -1.612, 1.312)  -0.41
Cl (5.563, -7.416, -5.264)  -0.17
H (-0.164, 5.624, 5.784)  -0.27
H (-1.528, -3.277, 1.769)  0.03
H (-3.634, 5.648, -8.989)  0.28
C (-2.936, 1.790, -6.186)  -0.37
H (5.877, -0.466, -3.737)  0.26
H (3.273, -0.007, -1.575)  -0.93
C (3.474, -2.989, 3.762)  -0.47
C (-1.078, -3.385, 2.755)  -1.01
H (0.034, -0.836, -1.960)  -0.34
Cl (-4.251, 7.106, -2.254)  -0.18
C (-5.591, -0.990, 1.631)  -0.55
C (-2.193, -4.132, -1.748)  -0.35
C (0.207, 6.604, 5.521)  0.19
Cl (-6.132, 1.832, 7.410)  -0.20
H (2.172, 9.512, 0.804)  0.35
H (5.522, -1.999, -4.560)  0.19
H (5.486, -4.975, -2.063)  0.07
Cl (2.210, -1.805, 4.118)  -0.08
N (-6.874, 1.059, 1.588)  -0.56
Cl (-1.759, -3.207, 5.349)  -0.21
H (-1.977, 6.629, -2.607)  0.31
H (-0.266, -1.538, 0.771)  0.07
H (-1.950, 1.951, -6.604)  0.32
Cl (1.282, 7.362, 1.107)  -0.05
C (4.488, -8.815, -5.155)  -0.26
Cl (-3.498, 0.180, -6.662)  -0.17
C (-1.946, 0.630, 0.006)  -1.52
Cl (5.059, -9.990, -3.961)  -0.18
H (-4.004, -3.328, -4.294)  0.45
H (-1.955, 5.061, -9.050)  0.27
C (10.583, 0.214, -2.857)  -0.26
C (-0.904, -0.328, -2.169)  -0.07
C (-4.429, -0.308, 1.996)  0.10
N (-4.272, -4.439, -2.509)  -0.67
C (-3.402, -4.701, -1.483)  -0.52
H (-0.499, 3.749, 1.037)  -0.02
H (1.631, 9.235, 2.480)  0.21
Cl (-6.343, 0.844, 4.650)  -0.05
O (3.629, 2.718, 1.001)  -0.48
H (-0.973, 3.435, 8.100)  0.33
C (-0.380, 2.847, 7.410)  -0.46
C (-5.779, 1.700, 1.980)  -1.00
C (2.978, 0.375, -0.603)  0.39
Cl (-2.838, 1.981, -4.429)  -0.01
Cl (-2.098, 10.110, 4.012)  -0.10
H (1.649, -1.369, -0.628)  0.48
C (-1.238, 0.370, 1.343)  1.85
H (11.411, 0.593, -2.271)  0.33
Cl (8.572, -2.401, -4.810)  -0.14
H (10.250, -0.744, -2.476)  0.23
O (1.558, 3.456, 0.644)  -0.60
S (-0.026, -3.553, -4.202)  -0.11
H (-6.193, -0.391, 6.644)  -0.16
H (-7.644, -0.794, 1.149)  0.44
H (8.846, -2.241, -7.140)  0.32
H (9.175, -0.698, -6.314)  0.14
H (-3.210, 8.588, 5.407)  0.21
C (-0.761, 4.361, 1.892)  0.37
H (-6.931, -4.494, 7.296)  0.33
H (4.446, -9.293, -6.127)  0.28
Cl (4.902, -6.700, -0.574)  -0.18
H (5.049, -6.479, -2.913)  -0.20
H (-1.000, -1.506, 3.847)  0.17
Cl (11.133, -0.011, -4.522)  -0.15
Cl (-4.045, -3.372, 3.063)  -0.16
O (0.959, 0.162, 0.623)  0.08
Cl (-0.545, 7.117, 4.005)  -0.08
C (-1.934, -0.506, -1.042)  -0.42
H (-6.118, -3.190, 8.193)  0.28
H (-2.459, 6.396, -0.908)  0.08
H (-4.665, 0.425, 6.237)  0.09
Cl (3.748, -3.185, 2.026)  -0.10
H (0.075, 2.008, 7.922)  0.32
H (-2.902, -0.464, -1.541)  0.90
H (3.407, 3.080, 1.871)  0.38
H (-0.041, 5.158, 2.016)  -0.04
H (3.180, -3.946, 4.175)  0.30
Cl (-0.122, 9.930, 1.077)  -0.15
Cl (-8.287, -2.587, 7.525)  -0.15
H (0.239, -0.801, 2.285)  -0.03
H (-1.294, -4.398, 3.078)  0.57
C (6.307, -11.958, -6.672)  0.30
C (2.004, -0.602, 0.070)  0.23
C (8.520, -1.558, -6.365)  -0.15
H (-1.320, -4.186, -1.122)  0.60
Cl (-2.865, 4.934, -6.888)  -0.11
C (-3.069, -1.913, 3.404)  0.83
C (2.372, 1.770, -0.833)  -0.27
H (3.877, 0.502, -0.004)  0.62
Cl (3.169, -5.184, -2.391)  -0.05
C (-0.057, -0.580, 1.255)  -0.70
H (-5.806, 2.777, 2.077)  0.44
S (-1.569, -1.020, -3.728)  0.04
Cl (0.917, 3.866, 6.757)  -0.14
H (-0.774, 1.309, 1.638)  -0.84
H (5.743, -11.330, -5.993)  -0.27
H (6.811, -12.749, -6.132)  0.30
C (-6.744, -3.429, 7.342)  -0.43
C (5.220, -1.326, -3.770)  -0.19
C (-4.566, 1.055, 2.166)  0.02
H (1.282, 6.573, 5.383)  0.34
H (-5.586, -2.055, 1.477)  0.44
H (2.554, -1.130, 0.855)  -0.56
Cl (5.185, -12.686, -7.829)  -0.16
Cl (7.523, -10.952, -7.471)  -0.15
Cl (-2.359, 5.077, 1.620)  -0.20
C (1.393, 9.096, 1.431)  -0.34
N (-2.330, -3.496, -2.953)  0.28
Cl (5.331, -2.174, -2.216)  -0.16
Cl (-4.572, 10.501, 5.538)  -0.18
C (-1.293, -2.769, -3.610)  -0.15
Cl (-2.903, 4.504, -2.229)  -0.03
H (-1.858, -1.506, -0.617)  -0.27
C (-3.616, -3.712, -3.367)  -0.14
C (-5.743, 0.524, 6.280)  0.37
H (-3.632, 2.519, -6.565)  0.19
O (-2.109, 0.031, 2.427)  -0.68
Cl (-0.162, 7.722, 6.848)  -0.20

Force components x, y, z for each atom (eV/Å):
-0.0158 -0.0156 0.0214
-0.0011 0.0603 -0.0090
-0.1402 -0.0444 0.1723
0.0512 0.0636 0.0763
0.0029 0.0472 -0.0297
0.0332 -0.0710 0.0349
0.0718 0.1109 0.0535
0.0141 0.0593 -0.1606
-0.8509 0.3652 0.2042
-0.3176 -0.4047 -0.3326
0.0342 0.1310 -0.0352
-0.0113 0.0069 -0.1368
-0.1806 -0.0573 -0.0097
0.0796 0.2152 -0.1466
0.0961 0.0347 0.0950
0.2036 0.0553 -0.0003
0.0087 -0.1598 -0.0108
-0.2785 -0.0580 -0.0255
-0.0909 -0.1787 0.2413
0.0133 0.0698 0.3368
0.0075 -0.0010 -0.0060
-0.0588 0.1046 -0.0322
-0.6540 0.1650 0.8137
0.0225 0.0255 0.0649
0.0083 0.0574 0.0825
0.0374 -0.0237 -0.0179
-0.6277 -0.8220 -0.2428
0.0390 0.2327 -0.2204
0.0179 -0.0151 -0.1338
-0.1758 0.2870 -0.1619
0.0236 0.1333 -0.0733
-0.0583 -0.0288 0.0355
0.0274 -0.2686 0.0289
-0.0351 0.0339 0.0474
0.0873 -0.1466 0.0439
0.1098 -0.0477 0.0414
0.1989 -0.0038 -0.1431
0.2482 0.3132 -0.0554
0.0130 0.0218 -0.0003
0.3705 0.2651 0.1205
-0.2771 -0.6626 0.7474
-0.1819 0.1864 -0.2420
0.0218 -0.0009 0.0165
-0.0232 -0.0240 -0.0528
-0.0336 -0.0922 0.0553
-0.0442 0.0405 0.0479
-0.0001 0.0202 0.0226
0.0227 0.1661 0.2902
0.3407 0.3643 0.2518
-0.0421 -0.0198 -0.0702
0.0567 0.0690 -0.2995
0.0250 -0.0527 0.0253
0.1586 -0.0547 -0.1811
-0.0793 -0.0103 -0.0239
0.0109 0.0130 -0.0224
0.5757 -0.3498 -0.4020
-0.0736 0.0761 0.0804
0.0709 0.0919 -0.0702
0.0277 -0.0553 0.0296
-0.0556 -0.0799 0.0635
-0.7415 -1.0070 0.3343
-0.3494 -0.2295 -0.4365
-0.4327 -0.1524 0.0209
0.1938 0.2551 -0.2691
-0.1514 0.0540 0.1277
-0.0935 -0.0380 0.0296
-0.1576 -0.1286 0.7004
-0.2034 -0.5963 -0.0278
0.0245 0.0854 -0.0532
-0.0542 -0.0821 0.1065
0.3544 -0.3282 -0.7852
-0.3753 0.2997 -0.1382
-0.0167 0.0665 -0.0536
-0.0574 0.1678 -0.0105
-0.2542 0.1096 -0.0849
-0.2256 0.1855 -0.1162
0.0084 0.0695 -0.0485
-0.0136 -0.0507 0.0330
-0.0547 -0.0102 -0.0603
0.4605 -0.2546 -0.0486
0.1817 0.1283 -0.0044
-0.0728 0.0836 -0.0057
-0.1147 0.0582 0.0212
-0.0795 -0.0631 0.0169
-0.0340 0.0315 0.0945
-0.0249 0.0021 -0.0551
-0.0963 -0.0879 -0.2131
-0.0459 0.0059 -0.0593
0.0740 -0.0022 -0.0061
0.0286 0.0066 -0.0057
-0.0195 -0.0246 0.0954
-0.0381 0.0830 0.2891
0.1783 0.0761 -0.0006
-0.2000 0.1147 0.1323
-0.2781 -0.3343 -0.3918
0.0681 -0.0829 0.1688
-0.3587 0.5966 -0.2619
-0.0022 0.0546 -0.0042
-0.0654 -0.0380 0.0286
0.0556 0.0519 -0.0145
0.0259 -0.1181 0.0722
0.0322 -0.0291 -0.0653
-0.1155 -0.1539 0.0749
0.2048 0.3673 -0.0490
-0.0408 0.0097 0.0705
-0.0836 0.0013 -0.0442
0.0183 0.0203 -0.0131
-0.0080 0.0146 0.0310
0.1224 -0.1427 0.0058
-0.0702 -0.0494 0.0281
-0.0276 0.0263 -0.0213
0.8359 0.1509 0.3077
0.0377 -0.0011 -0.0378
0.3625 0.2951 -0.3939
0.0389 0.2370 -0.0726
0.8737 0.1156 -0.2975
0.8570 -0.0250 -0.5936
0.0796 -0.1103 0.0078
-0.0602 0.0168 -0.0427
0.0536 0.2694 0.7137
-0.2595 0.0568 0.0880
0.1807 0.2967 -0.8818
0.2465 -0.5446 0.3468
-0.1625 0.0822 0.2812
0.0435 -0.0860 -0.0487
0.0263 -0.0234 -0.0507
0.0497 -0.0043 0.0461
-0.0190 -0.0160 0.0324
0.6264 0.4509 0.0794
0.0071 0.0711 0.0172
-0.1354 -0.0552 -0.1193
-0.2473 -0.0586 0.0425
-0.0160 -0.0127 0.0247
0.0140 0.0175 0.0320
-0.0729 0.0240 0.0053
-0.0021 0.0581 0.0620
0.3515 0.2397 0.0190
0.0970 0.0347 0.0370
-0.0054 -0.0161 0.0260
0.0144 -0.2093 0.3442
0.0396 0.0764 0.0470
0.0196 -0.0215 0.0587
-0.0236 0.0638 0.2371
-0.0637 -0.0273 0.0288
-0.1284 -0.0562 0.0377
0.3972 -0.4260 -0.3502
0.0461 -0.0226 0.0356

As for the HOMO-LUMO gap: 7.64 eV. For the molecular weight, the calculation gives 1978.4 g mol⁻¹. The value obtained for the relative energy (zero: lowest compared OMol25 entry of this formula, charge and spin) is 0.0 kJ/mol.

***

Record 2
3 unconnected molecules or ions with the total composition C39H65BO9 in a non-equilibrium geometry. Source: OMol25; level of theory: ωB97M-V with the def2-TZVPD basis set.

Last column: Mulliken charge in e.
CARTESIAN COORDINATES (ANGSTROEM)
C (6.997, -5.427, -0.354)  -0.43
C (6.043, -6.743, -0.697)  -0.48
H (6.703, 2.441, -0.119)  0.32
C (4.711, -2.033, -2.041)  -0.69
O (5.961, 2.988, -0.526)  -0.59
H (-2.418, -1.449, -3.013)  0.23
B (5.325, 2.131, -1.569)  0.42
H (-4.051, -4.681, 0.473)  0.35
C (-2.510, -0.378, 0.713)  -0.07
O (-4.097, -0.565, 3.913)  -0.55
H (4.413, -2.571, 0.930)  0.21
H (-0.901, 4.113, -2.911)  0.26
H (-4.797, -2.086, -2.618)  0.20
C (-4.664, -4.277, -1.696)  1.57
C (5.118, -3.555, -1.585)  0.36
O (-2.414, 0.869, 4.256)  -0.30
C (-1.876, 2.131, 4.694)  -0.40
H (-0.129, 7.723, 2.367)  0.30
H (3.053, -1.300, 1.229)  0.39
C (6.549, -3.886, -0.786)  -0.36
H (3.155, 4.365, -0.795)  0.22
C (-2.407, 1.271, 0.454)  -0.43
H (-1.465, 11.004, 0.818)  0.24
H (-1.770, -4.486, 1.430)  0.40
C (-6.300, -4.506, -1.424)  -1.34
O (-3.862, 10.218, 2.058)  -0.58
O (1.139, 3.738, -0.070)  -0.26
H (-1.745, 9.718, -0.380)  0.30
H (-0.589, 5.019, -0.062)  -0.40
H (2.229, 1.548, 0.350)  0.19
C (-2.221, 10.372, 0.348)  -0.86
O (-2.644, 8.373, 1.716)  -0.37
H (-0.514, -3.125, -1.316)  0.22
H (5.561, 3.069, -3.706)  0.29
H (2.899, -7.439, -2.674)  0.28
H (4.261, -8.667, -2.156)  0.33
H (-4.978, -6.495, -2.517)  0.31
H (-1.947, 7.659, -0.127)  0.37
C (3.117, 2.196, -0.093)  -0.59
O (4.510, 0.039, -0.442)  -0.35
C (-2.414, -0.750, -2.063)  -0.22
C (3.978, 1.249, -1.117)  -0.02
C (2.364, 3.482, -0.852)  -0.41
H (-1.958, 6.518, 1.205)  0.24
C (3.848, -1.186, -0.927)  0.32
C (-4.584, 1.269, 5.342)  -1.18
C (-2.562, -3.100, -0.316)  1.79
H (0.910, -4.102, 1.390)  0.14
H (2.143, 3.235, -1.999)  0.31
C (-0.299, 7.869, 1.296)  -0.86
H (3.757, 2.592, 0.820)  0.20
C (-2.285, 1.923, -1.049)  0.07
H (1.199, -2.288, 1.814)  0.15
C (-2.986, 9.647, 1.418)  0.69
O (-2.150, 3.382, -1.338)  -0.39
C (1.762, -3.279, 1.474)  -0.49
H (-2.361, 1.874, 6.796)  0.28
C (-2.511, -1.468, -0.556)  0.09
H (-0.975, 2.310, 4.096)  0.36
H (-1.139, -4.880, -1.010)  0.27
H (3.405, 1.017, -2.113)  0.26
C (-1.499, -3.800, -1.344)  -1.19
H (-0.165, 2.617, -2.027)  0.29
H (-2.567, 2.949, 4.463)  0.41
H (-3.339, -5.655, -3.021)  0.23
C (0.156, 4.531, -0.826)  0.22
H (0.382, 7.220, 0.738)  0.29
H (-6.789, -5.203, -2.261)  0.36
H (-6.884, -3.479, -1.451)  0.32
H (7.302, -3.034, -0.500)  0.27
H (-0.042, 8.909, 1.076)  0.30
H (-4.788, -2.964, 0.228)  0.27
H (2.480, -3.620, 2.336)  0.30
H (-2.576, -0.695, 1.845)  0.06
H (8.008, -5.671, 0.216)  0.26
C (3.471, -2.081, 0.433)  -0.69
H (-6.414, -4.993, -0.356)  0.33
C (-4.056, -3.750, -0.274)  -1.23
C (-2.316, 0.866, -2.319)  -0.55
H (-2.923, 10.997, -0.215)  0.29
H (-1.049, 3.024, 6.477)  0.38
H (-0.964, -2.691, 1.406)  -0.12
H (2.790, -0.962, -1.432)  0.25
C (-1.495, 2.078, 6.160)  -1.17
H (-1.849, -3.882, -2.456)  0.13
H (0.734, 5.334, -1.478)  0.32
H (-2.374, 2.037, 1.366)  0.16
H (-5.478, -3.488, -3.676)  0.36
H (-2.271, 1.250, -3.444)  0.24
C (-1.923, -3.332, 1.214)  -1.02
H (3.149, -4.757, -2.460)  0.11
H (-4.283, 2.309, 5.457)  0.37
C (5.942, 2.106, -3.121)  -0.82
H (-5.590, 1.287, 4.910)  0.31
C (-1.740, 7.560, 0.944)  -0.33
C (-0.779, 3.603, -1.856)  -0.33
H (-4.615, 0.790, 6.322)  0.30
H (4.078, -2.128, -3.046)  0.27
C (-4.579, -3.214, -2.941)  -1.20
H (-2.738, -2.952, 1.996)  0.29
C (-3.694, 0.469, 4.434)  0.89
C (3.657, -7.723, -1.807)  -1.04
C (-4.120, -5.796, -2.138)  -1.12
H (5.662, 1.107, -3.701)  0.22
H (7.124, 2.212, -2.995)  0.22
O (2.417, -3.091, 0.168)  -0.10
H (-3.608, -3.279, -3.591)  0.24
C (4.171, -4.894, -1.890)  -0.47
H (-0.779, 1.270, 6.338)  0.33
H (3.048, -8.029, -0.840)  0.25
C (4.619, -6.434, -1.463)  0.51
H (-3.520, -6.321, -1.259)  0.23
H (5.673, -1.395, -2.304)  0.26
H (6.361, -7.839, -0.422)  0.27

Force components x, y, z for each atom (eV/Å):
-3.4622 -0.1288 -1.7801
-1.4091 5.0019 -1.2908
-1.2704 1.1992 -0.6760
0.2695 -0.4637 -0.4192
0.2097 -2.9267 -1.3982
0.0438 1.6646 2.1907
0.6012 0.5355 0.3926
0.1443 1.9368 -1.6535
0.2292 1.5638 -3.6555
1.1006 1.6702 0.6442
-1.6537 0.7365 -1.1618
0.2426 -0.7511 2.1551
0.6905 -2.5656 -0.4981
-1.7340 -0.6270 -0.1196
1.6001 -4.3672 1.3053
-0.0363 -0.3376 -0.5424
0.0033 0.0770 0.2196
-0.0547 -0.0957 -0.1484
0.8405 -1.4619 -1.7977
-2.0351 -3.0758 -0.6792
-1.9630 -1.3818 -0.2105
0.2906 -1.3949 -2.9876
-0.0925 -0.0302 -0.0441
-0.1339 2.4126 -0.6023
0.1775 0.2058 0.0187
1.5011 -1.3437 -0.9529
0.2173 0.7974 -2.1544
0.1467 -0.0180 0.1294
1.6446 -0.8733 -1.4316
1.7806 1.2869 -0.8568
-0.2019 0.0287 -0.7020
-0.4955 -0.1137 0.1960
-2.1281 -1.4619 -0.1323
0.7794 -2.0875 1.1067
1.5883 -0.5696 1.9315
-0.9663 2.0298 0.7110
1.6142 1.4496 0.8183
0.0359 0.0981 0.1146
-1.5439 -0.5958 0.0858
-1.6964 -0.4985 -1.8568
0.0566 2.1011 2.6118
0.4869 2.0674 -0.1389
1.4511 -1.0057 0.3406
-0.2244 0.3334 0.0923
-1.5616 -1.5605 0.6475
-0.4375 0.5175 -0.2500
1.3527 0.2523 1.0945
1.9975 1.6611 -0.1450
0.2947 0.4706 2.4583
0.1318 0.1942 0.0671
-1.1718 -0.8983 -2.1417
-0.6161 -4.2295 0.3114
1.3327 -1.8828 -0.7071
-1.0239 0.8550 0.9320
1.6933 -3.8286 0.5437
-1.5468 -0.5050 0.5471
0.0570 0.1297 -0.0736
0.0558 4.8415 -0.3934
-0.2797 -0.2937 -0.0509
-1.0737 2.1934 -0.4934
0.6503 0.0781 2.0913
1.0628 0.2420 -0.0778
-1.5076 1.6960 0.4379
-0.0288 -0.1487 0.0947
-1.6198 -0.4426 1.7711
-0.6197 0.0107 -0.8057
-0.0592 0.0326 0.0732
1.1843 1.4934 1.9071
1.2575 -2.0181 0.2054
-1.7376 -1.7511 -0.7076
-0.0205 -0.1279 -0.0842
1.4938 -1.5089 -1.2085
-1.0398 0.7122 -1.7785
0.0750 0.6181 -2.5891
-2.3385 0.9298 -1.3929
0.2328 1.2957 0.2307
0.0072 0.8790 -2.2058
-0.1732 -0.1364 0.1313
-0.1990 -1.6674 3.3644
0.1680 0.0265 0.3465
-0.0241 -0.0920 -0.0515
-1.7889 -1.4495 -0.5850
2.2855 -0.1614 1.2123
-0.0837 -0.1224 0.1961
0.5166 0.2766 2.1844
-1.2937 -1.4203 1.4097
-0.1082 -2.0308 -2.1425
1.9678 0.4924 1.4791
-0.0852 -0.8470 2.7761
-1.2159 0.3588 0.3656
2.2924 -0.2940 1.3340
0.1260 -0.0734 0.1304
0.5697 0.1441 0.4872
0.2078 -0.2625 0.1874
0.1913 0.1506 -0.0090
1.4391 0.5830 -0.5273
-0.0250 0.0223 -0.1001
1.3456 0.1769 2.2519
-1.1486 0.0109 -0.5307
1.7214 -0.8466 -1.6119
-0.5170 -1.2741 -0.3905
-0.1853 0.6755 0.0633
1.2128 0.6641 -0.2022
0.6061 2.2768 1.1147
-2.4906 -0.2500 -0.6041
0.7796 1.4295 2.4785
-1.7056 0.1540 1.4334
3.2625 -0.3861 1.5270
-0.0159 0.1552 -0.1055
1.2110 0.7115 -2.0317
2.3048 1.9832 0.6792
-1.4372 1.1016 -1.7752
-1.8440 -1.5059 0.6347
-0.7078 2.4987 -0.6017

As for the HOMO-LUMO gap: 8.31 eV. For the molecular weight, the calculation gives 688.8 g mol⁻¹. Its SMILES is COC[C@H](Cc1cccc(C)c1)O[C@@H](CCOCCOc1ccc(C(C)(C)CC(C)(C)C)cc1)B(C)O.CCOC(C)=O.CCOC(C)=O.

***

> What is the HOMO-LUMO gap in the first record?

7.64 eV